1.
Molecular formula: C35H60NO18PSi2
Method: DFT, the ωB97M-V functional and the def2-TZVPD basis

## Properties
E	-100661.5877	eV
highest occupied orbital energy	-7.679	eV
2S+1	1
gap between HOMO and LUMO	0.299	hartree

Atoms and positions in Å:
C 1.4160 -0.9570 -1.6252
C 0.1955 -1.8035 -1.7680
O 0.1923 -2.9692 -1.5123
O -0.9116 -1.1349 -2.1675
C -1.0574 -1.0702 -3.5963
C -2.0560 0.0027 -3.9734
Si -1.5502 1.6345 -3.1466
C 0.1337 2.0804 -3.8578
C 0.5702 3.5222 -3.5396
C 1.5641 3.5924 -2.3680
C 2.9993 3.6657 -2.8959
N 3.9661 3.0070 -2.0495
C 4.0245 1.6678 -1.7952
C 5.0610 1.4061 -0.9377
C 5.6745 2.6603 -0.6470
C 4.9804 3.6029 -1.3586
O -2.5740 2.8855 -3.5441
Si -3.6541 3.5038 -2.4374
C -2.8885 4.1522 -0.8506
P -5.2545 2.0303 -1.9688
C -6.6276 2.4868 -3.1248
C -5.9814 2.4641 -0.3316
H 1.8930 -0.8529 -2.5927
H 2.0827 -1.4101 -0.9054
H 1.1322 0.0213 -1.2513
H -1.2977 -2.0532 -3.9954
H -0.0924 -0.7907 -4.0226
H -1.9105 0.1699 -5.0368
H -3.0752 -0.2907 -3.7522
H -1.3609 1.4888 -1.6916
H 0.8867 1.3507 -3.5686
H 0.0215 1.9835 -4.9402
H -0.3122 4.1173 -3.3307
H 1.0426 3.9461 -4.4202
H 1.3430 4.4829 -1.7913
H 1.4342 2.7358 -1.7144
H 3.2635 4.7109 -2.9762
H 3.0502 3.2149 -3.8821
H 3.3423 0.9540 -2.2143
H 5.3060 0.4316 -0.5660
H 6.5092 2.7886 0.0053
H 5.2178 4.6501 -1.3241
H -4.2904 4.6707 -3.1044
H -1.9874 3.6427 -0.5274
H -3.6074 4.0901 -0.0403
H -2.6418 5.1998 -0.9942
H -7.5186 2.0175 -2.7265
H -6.7932 3.5608 -3.0905
H -6.4223 2.1574 -4.1317
H -6.9979 2.0892 -0.3670
H -6.0405 3.5326 -0.1439
H -5.4618 1.9604 0.4714
C 0.5504 -2.3468 3.3568
C -0.1601 -1.0648 3.0078
C -0.7816 -1.0292 1.6369
O -0.7776 0.3779 1.3427
C 0.2545 0.9328 2.0277
O 0.6476 2.0408 1.8663
O 0.7687 0.0443 2.9115
H 1.2340 -2.1876 4.1895
H -0.1724 -3.1124 3.6344
H 1.1412 -2.7114 2.5136
H -0.8866 -0.8209 3.7717
H -1.7939 -1.4248 1.6097
H -0.1743 -1.5374 0.8843
C 0.7715 -0.6426 8.0831
C -0.6128 -0.5719 7.4884
C -1.6721 -1.3649 8.2151
O -2.6050 -1.6471 7.1629
C -1.9185 -1.6610 6.0012
O -2.3644 -2.0286 4.9625
O -0.6523 -1.1944 6.1843
H 1.5156 -0.3329 7.3506
H 0.8453 0.0089 8.9527
H 1.0169 -1.6604 8.3897
H -0.9172 0.4703 7.3630
H -2.1579 -0.8144 9.0163
H -1.2928 -2.3132 8.6018
C -4.6499 -1.7676 0.5121
C -6.0874 -2.0962 0.2005
C -6.3168 -3.3388 -0.6234
O -7.5564 -3.0305 -1.2876
C -7.6293 -1.6800 -1.3997
O -8.4276 -1.0964 -2.0579
O -6.6619 -1.0962 -0.6599
H -4.5572 -0.7206 0.8024
H -4.2852 -2.3937 1.3207
H -4.0128 -1.9197 -0.3613
H -6.6799 -2.1220 1.1192
H -6.4125 -4.2436 -0.0291
H -5.5477 -3.4815 -1.3859
C -0.3065 -6.4452 -1.2195
C -1.1829 -6.7328 -0.0257
C -1.5911 -8.1794 0.1276
O -2.8256 -8.0725 0.8482
C -3.3671 -6.8737 0.5422
O -4.4755 -6.5505 0.8234
O -2.4799 -6.1030 -0.1330
H -0.3094 -5.3815 -1.4519
H 0.7152 -6.7632 -1.0141
H -0.6649 -6.9832 -2.0990
H -0.7132 -6.3623 0.8896
H -0.8767 -8.7772 0.6875
H -1.7948 -8.6592 -0.8321
C 11.5775 3.8175 -1.5304
C 10.7406 3.7895 -0.2757
C 9.9562 2.5186 -0.0418
O 8.8546 2.9904 0.7460
C 8.6498 4.2913 0.4209
O 7.7078 4.9301 0.7491
O 9.6749 4.7565 -0.3365
H 11.8386 4.8424 -1.7900
H 12.4951 3.2475 -1.3894
H 11.0327 3.3950 -2.3756
H 11.3555 4.0328 0.5955
H 10.5110 1.7559 0.4987
H 9.5595 2.0951 -0.9672

=====

2.
Molecular formula: C35H61BCsN9O6P2
Method: DFT, the ωB97M-V functional and the def2-TZVPD basis

## Properties
E	-82787.3910	eV
relative energy (zero: lowest compared OMol25 entry of this formula, charge and spin)	0.00	kcal per mole
highest occupied orbital energy	-7.223	eV
2S+1	1
gap between HOMO and LUMO	0.271	hartree

Atoms and positions in Å:
Cs -5.9360 -15.9215 -13.4812
C -8.3552 -20.0263 -13.6005
C -6.8311 -20.0724 -13.2405
N -6.3751 -19.0886 -12.2891
C -6.9859 -19.0252 -10.9704
C -7.7546 -17.7451 -10.6486
N -8.6524 -17.0593 -11.5879
C -9.9420 -17.7598 -11.8475
C -10.0029 -18.1718 -13.3509
N -8.8226 -18.7218 -14.1019
H -8.3722 -20.7456 -14.4078
H -8.9351 -20.5340 -12.7976
H -6.5734 -21.1173 -13.0052
H -6.2820 -19.8676 -14.1821
H -5.3698 -19.1627 -12.1807
H -7.6331 -19.9315 -10.7270
H -6.1679 -19.0129 -10.2235
H -8.3357 -18.0203 -9.7346
H -7.0624 -16.9650 -10.3140
H -8.8467 -16.1240 -11.2317
H -10.1207 -18.6323 -11.2016
H -10.7685 -17.0730 -11.7024
H -10.8295 -18.8924 -13.4441
H -10.3324 -17.2460 -13.8591
H -9.1783 -18.8601 -15.0431
C -7.2797 -14.1888 -21.0129
C -6.2024 -14.8459 -20.1785
C -4.8622 -14.1522 -20.2409
O -6.6565 -14.9165 -18.7628
P -6.8231 -14.0385 -17.4675
O -5.8858 -14.3272 -16.3204
C -8.4826 -14.5809 -16.9316
P -9.5416 -13.7595 -15.6717
O -8.9100 -13.5951 -14.3240
O -10.8488 -14.6778 -15.7045
C -12.0368 -14.3381 -14.9758
C -13.1988 -14.9984 -15.6630
C -11.8609 -14.7213 -13.4835
O -10.0086 -12.3802 -16.2767
C -10.9494 -12.0615 -17.3228
C -10.7755 -10.6287 -17.7673
C -10.8073 -13.0177 -18.5075
O -6.8642 -12.5660 -18.0772
C -6.2368 -11.3642 -17.4622
C -6.7893 -11.1380 -16.0549
C -6.5991 -10.2588 -18.4780
H -6.9883 -14.1616 -22.1004
H -7.4791 -13.1624 -20.6453
H -8.2185 -14.7605 -20.9543
H -6.1483 -15.9185 -20.4201
H -4.9340 -13.0793 -20.1243
H -4.4163 -14.3371 -21.2210
H -4.1614 -14.5644 -19.5013
H -8.2674 -15.5759 -16.4593
H -9.1170 -14.8273 -17.7642
H -12.1821 -13.2554 -14.9880
H -13.1586 -16.1122 -15.4986
H -13.1626 -14.8160 -16.7373
H -14.1561 -14.6278 -15.2628
H -11.9147 -15.8288 -13.4021
H -12.6732 -14.3774 -12.8520
H -10.9028 -14.3814 -13.0876
H -11.9302 -12.1923 -16.8229
H -9.8711 -10.5714 -18.4171
H -10.6077 -10.0203 -16.8666
H -11.6420 -10.2590 -18.3124
H -9.7809 -12.9553 -18.9504
H -11.5242 -12.7616 -19.3153
H -10.9878 -14.0868 -18.2436
H -5.1343 -11.5530 -17.4048
H -7.8867 -11.1165 -16.0203
H -6.3924 -10.1390 -15.7580
H -6.4403 -11.9234 -15.3880
H -7.7107 -10.0974 -18.4835
H -6.2712 -10.5700 -19.4716
H -6.1487 -9.2822 -18.2651
C -5.7937 -11.2495 -11.8595
C -4.7745 -11.1071 -10.9483
C -4.2612 -12.2266 -10.3100
C -4.7359 -13.5006 -10.7148
N -5.6619 -13.6427 -11.6736
C -6.2646 -12.5224 -12.1575
C -4.2745 -14.7005 -9.9619
C -3.9045 -14.5440 -8.5958
C -3.3778 -15.6476 -7.9435
C -3.2436 -16.8525 -8.6347
C -3.6820 -16.9251 -9.9493
N -4.2959 -15.8922 -10.5928
H -6.2932 -10.3345 -12.2344
H -4.3866 -10.0939 -10.7652
H -3.4661 -12.1622 -9.5509
H -7.1088 -12.6682 -12.8662
H -3.9991 -13.5803 -8.0934
H -3.0664 -15.5652 -6.8863
H -2.8305 -17.7368 -8.1227
H -3.5689 -17.8835 -10.5120
B -2.5911 -19.0534 -14.8738
N -1.9622 -17.6909 -14.6825
C -0.6717 -17.2447 -14.8673
C -0.5157 -16.0147 -14.1943
C -1.7856 -15.7248 -13.6572
N -2.6807 -16.6811 -14.0159
N -3.5463 -18.9916 -16.0720
C -3.3278 -19.4299 -17.3472
C -4.4533 -19.1261 -18.1080
C -5.3317 -18.4572 -17.2009
N -4.7924 -18.4246 -15.9527
H -1.7382 -19.8555 -15.2156
H -3.1785 -19.3969 -13.8676
H -0.0297 -17.8502 -15.4522
H 0.3908 -15.4213 -14.1097
H -2.0160 -14.8249 -13.0694
H -2.3600 -19.8940 -17.5371
H -4.5704 -19.3834 -19.1448
H -6.2999 -18.0243 -17.4564

=====

3.
Molecular formula: C35H61BN8O2PS5W
Method: DFT, the ωB97M-V functional and the def2-TZVPD basis

## Properties
E	-119262.5164	eV
relative energy (zero: lowest compared OMol25 entry of this formula, charge and spin)	24.17	kcal per mole
highest occupied orbital energy (alpha / beta)	-12.969 / -13.118	eV
2S+1	2
gap between HOMO and LUMO (alpha / beta)	0.235 / 0.254	hartree
charge	+2

Atoms and positions in Å:
W -1.3728 1.8017 0.3156
C -2.3799 -1.0564 -3.9708
C -1.2175 -1.0590 -3.0297
C 0.0464 -1.4253 -3.3923
C 1.1192 -1.3408 -2.4676
N 0.9063 -1.0316 -1.2144
N -0.3409 -0.7277 -0.8452
B -0.6041 -0.3142 0.6498
N 0.6886 -0.5430 1.4861
N 1.2900 -1.7412 1.4154
C 2.3246 -1.9559 2.1836
C 2.7972 -0.9553 3.0752
C 2.1745 0.2481 3.1704
C 2.6064 1.3436 4.0911
C 1.0520 0.4267 2.3189
S 0.0914 1.8374 2.3660
C 3.0028 -3.3147 2.1291
C 2.7846 -4.0103 3.4804
C 4.5057 -3.1198 1.8852
C 2.4162 -4.1790 1.0174
N -1.7366 -1.2249 1.2646
N -1.5959 -2.5284 1.0110
C -2.4620 -3.3683 1.5213
C -3.4924 -2.9072 2.3724
C -3.6673 -1.5743 2.5993
C -4.7800 -1.0303 3.4374
C -2.7528 -0.7047 1.9534
S -2.9893 1.0085 1.9853
C -2.2802 -4.8415 1.2006
C -1.5352 -5.0116 -0.1244
C -1.4680 -5.4597 2.3500
C -3.6402 -5.5415 1.0983
C -1.3659 -0.6110 -1.6964
S -2.7979 0.1723 -1.0840
C 2.5512 -1.6063 -2.8910
C 2.6736 -3.0945 -3.2528
C 3.5207 -1.2668 -1.7602
C 2.8804 -0.7412 -4.1136
H -2.1308 -1.5842 -4.8885
H -2.6636 -0.0338 -4.2283
H -3.2541 -1.5248 -3.5181
H 0.2429 -1.7428 -4.4082
H 3.6681 -1.1592 3.6848
H 3.5023 1.0590 4.6380
H 1.8176 1.5737 4.8095
H 2.8056 2.2585 3.5302
H 3.1951 -3.4351 4.3118
H 3.2797 -4.9815 3.4769
H 1.7209 -4.1723 3.6688
H 4.9905 -2.5771 2.6978
H 4.6929 -2.5829 0.9543
H 4.9888 -4.0946 1.8149
H 1.3537 -4.3468 1.1716
H 2.9225 -5.1444 1.0070
H 2.5394 -3.7111 0.0393
H -4.1734 -3.6177 2.8209
H -5.3613 -1.8374 3.8766
H -5.4440 -0.4080 2.8353
H -4.3892 -0.4031 4.2398
H -0.5554 -4.5406 -0.1057
H -2.1039 -4.5750 -0.9487
H -1.4084 -6.0748 -0.3276
H -0.4955 -4.9745 2.4492
H -1.3034 -6.5200 2.1562
H -1.9941 -5.3706 3.3026
H -4.2915 -5.0496 0.3735
H -4.1603 -5.5941 2.0551
H -3.4882 -6.5684 0.7667
H 2.4587 -3.7270 -2.3893
H 3.6882 -3.3083 -3.5888
H 1.9927 -3.3744 -4.0583
H 3.3255 -1.8727 -0.8757
H 3.4413 -0.2170 -1.4729
H 4.5404 -1.4583 -2.0950
H 2.2635 -0.9846 -4.9801
H 3.9185 -0.9080 -4.4015
H 2.7581 0.3204 -3.8889
C 4.9121 4.2702 -1.9014
C 3.8532 4.6143 -0.8889
O 2.5522 4.4017 -1.5220
P 1.2012 4.3264 -0.7228
S 0.7856 2.2870 -0.7287
S 1.1736 5.2045 0.9933
O 0.1210 4.8824 -1.7612
C 0.1515 6.2985 -2.1342
C -0.9885 6.5441 -3.0866
H 5.8961 4.4449 -1.4662
H 4.8162 4.8922 -2.7899
H 4.8455 3.2231 -2.1947
H 3.8980 5.6576 -0.5799
H 3.9118 3.9858 0.0005
H 1.1183 6.4985 -2.5955
H 0.0694 6.8903 -1.2215
H -0.8888 5.9327 -3.9823
H -1.0024 7.5922 -3.3828
H -1.9457 6.3236 -2.6087
N -2.0136 2.9736 -1.4917
C -3.4324 3.2918 -1.8381
C -4.2300 3.6970 -0.6172
C -3.6019 4.8449 0.1897
C -3.0373 4.4320 1.5357
N -1.7449 3.6742 1.4747
H -1.4736 3.8430 -1.4765
H -1.6001 2.4762 -2.2790
H -3.8698 2.4082 -2.2985
H -3.4240 4.0885 -2.5846
H -4.3725 2.8219 0.0272
H -5.2265 3.9768 -0.9588
H -4.3597 5.6011 0.3988
H -2.8348 5.3699 -0.3912
H -3.7565 3.8100 2.0705
H -2.8502 5.3168 2.1460
H -1.5000 3.4949 2.4483
H -0.9943 4.3209 1.1775

=====

4.
Molecular formula: C35H61BN8O2PS5W
Method: DFT, the ωB97M-V functional and the def2-TZVPD basis

## Properties
E	-119262.3051	eV
relative energy (zero: lowest compared OMol25 entry of this formula, charge and spin)	29.04	kcal per mole
highest occupied orbital energy (alpha / beta)	-12.830 / -12.801	eV
2S+1	2
gap between HOMO and LUMO (alpha / beta)	0.223 / 0.236	hartree
charge	+2

Atoms and positions in Å:
W -0.0054 0.1104 0.9230
C 3.7540 2.5965 -1.9321
C 2.2896 2.8149 -2.1368
C 1.7940 3.6407 -3.1100
C 0.4067 3.7877 -3.2723
N -0.4338 3.1652 -2.4758
N 0.0360 2.3515 -1.5438
B -1.0832 1.5043 -0.7872
N -2.0999 2.6101 -0.2268
N -2.9161 3.2233 -1.0900
C -3.7489 4.1248 -0.6318
C -3.7600 4.4852 0.7367
C -2.9396 3.8539 1.6235
C -2.9113 4.1632 3.0859
C -2.1082 2.8555 1.0637
S -1.0493 1.9243 2.0795
C -4.7298 4.7719 -1.5971
C -4.5385 4.2486 -3.0186
C -6.1574 4.4511 -1.1222
C -4.5253 6.2945 -1.5786
N -1.9476 0.7547 -1.8621
N -3.2220 0.5936 -1.4032
C -4.1526 0.2057 -2.2165
C -3.8647 -0.0463 -3.5898
C -2.5920 0.0179 -4.0421
C -2.2326 -0.2714 -5.4614
C -1.5489 0.3538 -3.0931
S 0.0764 0.1519 -3.4981
C -5.5591 0.0091 -1.6696
C -5.8772 -1.4917 -1.6988
C -5.6733 0.5317 -0.2386
C -6.5701 0.7527 -2.5564
C 1.3300 2.1386 -1.3589
S 1.8600 0.9860 -0.1625
C -0.2354 4.6480 -4.3492
C 0.8019 5.2229 -5.3122
C -1.2200 3.7698 -5.1338
C -0.9775 5.7921 -3.6483
H 4.3289 3.2338 -2.6000
H 4.0172 1.5561 -2.1314
H 4.0430 2.8154 -0.9033
H 2.4736 4.1710 -3.7622
H -4.4333 5.2599 1.0793
H -3.6439 4.9302 3.3263
H -1.9243 4.5174 3.3878
H -3.1313 3.2744 3.6789
H -4.4950 3.1596 -3.0523
H -3.6187 4.6297 -3.4614
H -5.3724 4.5827 -3.6374
H -6.3532 3.3773 -1.1391
H -6.8756 4.9365 -1.7836
H -6.3478 4.8141 -0.1114
H -3.4977 6.5652 -1.8223
H -4.7794 6.7348 -0.6127
H -5.1771 6.7530 -2.3234
H -4.6661 -0.3139 -4.2651
H -3.1272 -0.4644 -6.0503
H -1.5641 -1.1300 -5.5212
H -1.6902 0.5708 -5.8937
H -5.1805 -2.0533 -1.0724
H -5.8268 -1.8977 -2.7106
H -6.8859 -1.6670 -1.3217
H -5.0817 -0.0637 0.4571
H -6.7144 0.4817 0.0831
H -5.3368 1.5673 -0.1620
H -6.6147 0.3449 -3.5661
H -6.3337 1.8151 -2.6317
H -7.5679 0.6567 -2.1269
H 1.3797 4.4381 -5.8052
H 1.4908 5.9093 -4.8153
H 0.2903 5.7883 -6.0909
H -0.6915 2.9589 -5.6407
H -1.7259 4.3717 -5.8900
H -1.9692 3.3299 -4.4746
H -0.2809 6.4526 -3.1274
H -1.6855 5.3942 -2.9211
H -1.5251 6.3881 -4.3803
C 1.5057 -4.0073 4.9504
C 1.2813 -2.5196 4.9060
O 2.4214 -1.8848 4.2535
P 2.3298 -1.0097 2.9616
S 1.4475 -1.9824 1.4323
S 1.1716 0.6179 3.1164
O 3.7981 -0.5842 2.7004
C 4.9991 -1.4126 2.9153
C 5.2770 -2.2666 1.7068
H 0.6736 -4.4873 5.4663
H 2.4203 -4.2434 5.4921
H 1.5751 -4.4206 3.9439
H 1.2252 -2.0723 5.8956
H 0.3739 -2.2581 4.3576
H 4.8457 -1.9967 3.8195
H 5.7798 -0.6796 3.0941
H 4.4648 -2.9686 1.5150
H 6.1831 -2.8460 1.8878
H 5.4335 -1.6547 0.8196
N -1.5124 -1.1463 2.0757
C -2.8717 -1.4299 1.5211
C -2.9619 -2.8513 0.9955
C -1.8377 -3.2431 0.0344
C -1.5619 -2.2000 -1.0440
N -0.3732 -1.3464 -0.7286
H -1.0632 -2.0156 2.3581
H -1.6172 -0.6030 2.9294
H -3.0655 -0.6941 0.7400
H -3.6146 -1.2790 2.3046
H -3.9275 -2.9533 0.4960
H -2.9852 -3.5524 1.8340
H -2.1002 -4.1898 -0.4371
H -0.9158 -3.4493 0.5880
H -2.4239 -1.5538 -1.1820
H -1.3533 -2.6717 -2.0052
H -0.1531 -0.7997 -1.5859
H 0.4156 -1.9900 -0.6891